Entry from the Open Molecules 2025 dataset: one molecule with the formula C11H7Cl3N2O at a distorted geometry (wB97M-V/def2-TZVPD).

XYZ file:
```
24
Properties=species:S:1:pos:R:3:forces:R:3
Cl -4.1581 3.1764 -0.2576 -0.1 -0.1 0.3
Cl -4.5498 -1.2365 2.6128 0.7 0.7 -0.7
Cl -1.2755 2.6186 -1.1017 -0.1 -0.9 0.7
O -1.7075 -1.5048 1.8436 -0.4 1.4 -0.8
N -4.1584 0.9760 1.1922 1.5 -1.1 -0.1
N -1.4146 0.3898 0.5476 -2.6 1.2 -0.3
C 3.9005 -0.9721 -1.2065 -0.4 -0.3 -0.7
C 1.4439 -1.5501 -0.8921 -1.6 0.3 0.3
C -3.3559 1.7889 0.3986 0.4 -0.2 -0.2
C 2.2243 0.5908 -0.1293 -0.9 -0.3 0.3
C 2.4984 -0.6610 -0.7149 -0.1 0.5 -0.1
C -0.1318 0.0558 0.0879 1.7 -1.5 -0.2
C -3.6198 -0.1316 1.6213 -0.2 1.8 -0.5
C -2.0455 1.5366 0.0303 -1.5 0.0 0.6
C 0.9139 0.9561 0.2726 1.5 -0.1 0.2
C 0.1210 -1.2141 -0.4780 0.9 0.4 -0.2
C -2.1887 -0.4782 1.3643 1.0 -2.2 0.8
H 3.0677 1.2501 0.0810 -0.3 0.0 -0.2
H 0.7770 1.9215 0.7943 -0.1 -0.7 -0.4
H 4.2882 -0.0940 -1.7222 0.0 0.0 -0.1
H 4.5933 -1.1534 -0.3844 -0.1 -0.4 0.0
H 3.8841 -1.8140 -1.9559 0.2 0.7 1.0
H 1.5868 -2.5168 -1.3819 0.1 0.3 0.2
H -0.6935 -1.9341 -0.6219 0.4 0.4 0.1
```
Positions in Å, forces in eV/Å.

Values from the calculation:
highest occupied orbital energy = -8.677 eV
total charge = 0
SMILES string = Cc1ccc(-n2c(Cl)c(Cl)nc(Cl)c2=O)cc1
calculated total energy = -1988.688526 a.u.

These are the Mulliken partial charges, in e, on atoms 1 to 4: -0.19, -0.12, -0.10, -0.59

Entry from the Open Molecules 2025 dataset: an isolated ion of composition C13H28BIN2O3 and charge -1 at a distorted geometry (wB97M-V/def2-TZVPD).

XYZ file:
```
48
Properties=species:S:1:pos:R:3:forces:R:3
I 3.4747 -0.1863 -4.2224 0.4 0.5 -0.3
O 1.7059 -0.5098 -2.6541 -0.5 -1.3 0.2
O -1.3822 2.4399 1.8654 0.5 0.1 0.2
O -0.0093 -1.5865 2.4500 0.0 0.0 -0.1
N 0.8279 -0.1316 -1.6148 0.1 1.0 0.3
N -2.6606 1.7340 -0.0240 0.0 -0.4 -0.1
C -3.7809 0.8168 0.1746 0.1 0.4 -0.2
C -0.4123 -2.1166 -2.1867 0.0 -0.2 0.6
C -2.2892 1.9030 -1.4337 -0.1 0.4 0.4
C 0.9335 0.7326 0.7475 -0.3 -0.5 -0.3
C 0.2481 -1.3329 -1.0222 0.0 -0.4 -0.8
C -0.6713 -0.3427 2.3153 0.2 0.4 0.0
C 3.0497 0.4311 -0.5371 -0.2 0.2 -0.2
C -0.5332 0.2502 0.8942 -0.1 -0.1 0.2
C 1.5402 0.7407 -0.6728 0.3 0.5 0.1
C 0.8637 -1.6709 3.5465 -0.1 -0.3 -0.1
C -0.8901 -0.8560 -0.1143 0.4 -0.1 -0.1
C 1.4478 2.1588 -1.2580 0.2 -0.4 -0.3
C 1.2338 -2.2914 -0.3457 -0.1 0.2 0.4
B -1.5354 1.4972 0.8833 -0.1 0.1 -0.2
H 0.4371 2.3751 -1.5795 -0.3 0.2 0.2
H -1.7229 -0.4453 2.5906 -0.2 -0.3 0.0
H 1.9057 -2.7395 -1.0665 0.1 0.0 -0.3
H 0.6663 -3.0706 0.1570 -0.1 -0.3 0.0
H 0.3276 -1.5941 4.4941 -0.1 0.1 0.2
H 0.1290 -3.0343 -2.3798 0.2 -0.1 -0.3
H -1.8643 2.8949 -1.5667 0.1 0.2 -0.1
H -3.7549 0.4013 1.1784 0.0 -0.2 0.1
H -3.7898 0.0136 -0.5625 0.1 -0.3 0.1
H 3.2669 -0.6244 -0.6227 0.0 -0.2 0.2
H 1.0644 1.7396 1.1365 -0.1 0.2 0.2
H -4.7309 1.3424 0.0719 -0.2 0.1 0.0
H 1.6550 -0.9239 3.5021 0.1 0.3 0.0
H 1.5392 0.1013 1.3867 0.2 -0.3 0.1
H 3.5978 0.9178 -1.3316 0.2 0.0 -0.2
H -1.2776 -1.7377 0.3888 -0.1 -0.1 0.2
H -1.5545 1.1828 -1.7975 0.0 -0.2 -0.2
H -0.4289 -1.5184 -3.0859 -0.1 0.1 -0.2
H 2.0580 2.1761 -2.1547 0.1 0.1 -0.2
H 1.8287 -1.8040 0.4155 0.1 0.1 0.2
H -1.6695 -0.5357 -0.7910 -0.2 0.2 0.0
H 3.4073 0.8395 0.4060 0.1 0.0 0.2
H 1.3372 -2.6478 3.5130 0.0 -0.1 -0.1
H 1.8294 2.9096 -0.5692 0.0 0.1 0.1
H -0.5609 2.2832 2.3602 -0.4 0.1 -0.1
H -3.1975 1.8838 -2.0286 -0.1 -0.2 -0.2
H -1.4143 -2.4240 -1.8916 -0.3 0.0 -0.1
H -0.2440 0.3590 3.0361 0.1 0.1 0.2
```
Positions in Å, forces in eV/Å.

Values from the calculation:
highest occupied orbital energy (spin up / spin down) = -3.250 / -3.041 eV
total charge = -1
⟨S²⟩ = 0.7552
calculated total energy = -1169.903834 a.u.
spin multiplicity = 2

These are the Mulliken partial charges, in e, on atoms 1 to 4: -0.23, -0.77, -0.51, -0.26

Entry from the Open Molecules 2025 dataset: a 8-piece molecular cluster, C20H38Cl6O6 overall at a distorted geometry (wB97M-V/def2-TZVPD).

XYZ file:
```
70
Properties=species:S:1:pos:R:3:forces:R:3
Cl -21.9575 8.5804 -6.4999 -0.8 -0.5 -0.3
Cl -24.1485 7.1232 -8.0199 0.9 0.0 1.2
Cl -23.5733 6.5925 -5.0976 -0.3 0.2 -0.5
Cl -16.0669 8.4982 -1.6118 -0.3 0.1 -0.5
Cl -18.7317 7.9223 -0.5955 0.3 -0.4 0.0
Cl -16.2869 6.4428 0.2295 -0.7 -0.7 0.0
O -16.8180 5.2597 -7.4828 0.8 -0.2 0.3
O -21.1732 4.4622 -6.0764 0.5 0.4 1.0
O -17.2147 5.0701 -3.5727 1.1 -0.6 -0.8
O -17.5350 10.4760 -5.8038 0.6 -1.2 0.1
O -18.8391 13.8413 -9.4428 0.1 0.3 0.0
O -14.3179 10.4330 -3.8415 -1.0 0.7 0.4
C -16.9078 12.5052 -9.7874 -0.4 -1.7 1.8
C -16.2265 9.1109 -7.2570 -0.1 0.6 0.4
C -19.0009 11.7708 -8.3987 -1.6 -1.1 0.8
C -14.7786 11.5398 -4.1144 2.3 -2.2 -1.1
C -22.9313 7.0447 -6.6899 1.1 0.1 0.1
C -14.2205 12.2193 -5.3278 -1.2 1.6 -0.7
C -16.9352 8.3647 -4.9335 -0.7 -1.3 1.7
C -18.8932 6.2280 -8.1177 -0.4 -1.6 -0.1
C -16.4434 3.2501 -4.9896 -2.3 -0.5 1.3
C -14.9416 5.2545 -4.3733 -0.8 -0.3 -1.3
C -18.2834 12.7981 -9.1923 0.5 0.4 -0.7
C -21.0024 3.9784 -3.7689 0.0 -0.9 0.8
C -17.3000 5.2982 -9.8527 1.0 -0.5 1.3
C -17.5343 5.5689 -8.3973 -1.6 0.6 0.1
C -19.8796 6.0007 -4.7933 -0.2 -0.6 1.8
C -15.7855 12.2828 -3.3751 -0.9 -0.1 0.0
C -20.7277 4.7983 -4.9732 -0.8 -0.4 -2.7
C -17.1808 7.1979 -1.0940 0.7 1.7 0.8
C -16.3174 4.5847 -4.2551 0.7 -0.4 0.3
C -16.9678 9.3921 -5.9504 -0.3 2.0 -1.8
H -16.8179 12.9585 -10.7431 0.3 0.4 -0.7
H -18.1921 4.7843 -10.1233 -0.7 -0.2 -0.9
H -19.7671 12.3351 -7.7874 0.6 -0.8 -0.8
H -18.4314 11.1297 -7.6850 -0.1 0.6 -0.8
H -17.2189 7.3649 -5.2938 0.4 0.2 -0.4
H -16.1674 3.2507 -6.0136 0.5 0.5 -0.9
H -16.7763 11.3977 -9.8050 0.0 0.7 -0.4
H -15.9017 2.4356 -4.5062 0.5 0.4 0.3
H -15.1212 12.6381 -5.8512 0.7 -0.4 -0.1
H -16.4598 4.6233 -9.9459 0.3 0.0 -0.3
H -22.1337 6.3074 -6.8884 -0.9 0.1 -0.3
H -17.3796 6.5674 -1.9278 0.1 -0.8 -0.4
H -14.1431 4.5940 -4.7365 -0.4 -0.1 0.3
H -15.8945 11.8525 -2.3836 -0.2 0.3 0.1
H -15.9306 8.2888 -4.4649 -0.6 0.1 -0.2
H -17.1392 6.2320 -10.3681 -0.2 0.2 -0.4
H -13.6387 11.5732 -5.9854 -0.1 0.1 0.3
H -20.4331 6.5657 -4.0243 0.5 0.3 -0.2
H -19.5071 5.5320 -7.4407 0.7 0.8 -1.3
H -19.4069 6.4738 -9.0746 0.1 -0.1 0.9
H -20.5430 4.5092 -2.9047 -0.5 -0.8 -0.3
H -18.7066 7.0845 -7.5132 0.0 1.0 0.3
H -15.3881 13.2856 -3.4106 -0.3 0.6 0.6
H -16.7859 9.4084 -8.1329 -0.4 0.3 -0.1
H -22.1198 3.8343 -3.6310 1.4 0.1 -0.2
H -16.0112 8.0765 -7.3708 0.4 -1.0 0.0
H -19.6215 6.5734 -5.6457 -0.3 0.4 -0.7
H -17.5060 2.8898 -4.9254 0.8 0.6 -0.2
H -20.4977 2.9675 -3.9514 -0.8 1.3 0.5
H -15.3009 9.6886 -7.2589 0.1 -0.1 0.1
H -14.6519 5.7030 -3.4453 0.1 0.6 0.4
H -16.7405 12.2707 -3.9500 0.6 0.0 0.5
H -15.0751 5.9837 -5.2025 0.2 0.0 0.7
H -18.9656 5.6078 -4.3320 -0.1 0.4 0.1
H -16.1455 12.8294 -9.0644 -0.1 0.3 -0.3
H -19.5444 11.0908 -9.1553 0.7 0.9 1.1
H -13.6715 13.1473 -5.0686 0.0 -0.6 0.0
H -17.7094 8.5943 -4.1860 0.6 0.1 0.1
```
Positions in Å, forces in eV/Å.

Values from the calculation:
highest occupied orbital energy = -9.442 eV
total charge = 0
SMILES string = ClC(Cl)Cl.ClC(Cl)Cl.CC(C)=O.CC(C)=O.CC(C)=O.CC(C)=O.CC(C)=O.CC(C)=O
calculated total energy = -3997.389857 a.u.

These are the Mulliken partial charges, in e, on atoms 1 to 4: -0.13, -0.14, -0.13, -0.11